56
Properties=species:S:1:pos:R:3:nbo_charge:R:1 method="wB97M-V/def2-TZVPD" orbital_gap_ev=9.00 e_homo_ev=-8.22 smiles="CCCC1(CCC)C(=O)NC(=NCCc2ccc(OC)c(OC)c2)NC1=O"
C -2.62021 -3.24724 -0.98182 -0.600
C -1.98304 -2.02072 -1.62624 -0.423
C -1.05837 -1.24293 -0.68215 -0.373
C -1.68263 0.00564 0.01345 -0.275
C -2.94232 -0.36481 0.81717 -0.377
C -3.39464 0.71012 1.80864 -0.403
C -3.73354 2.04816 1.16285 -0.612
C -0.59449 0.48075 0.95624 0.742
O -0.31055 -0.09866 1.98111 -0.613
N 0.10848 1.59034 0.58335 -0.663
C -0.02307 2.31575 -0.59333 0.607
N 0.68244 3.28383 -0.99168 -0.515
C 1.82202 3.79372 -0.28208 -0.223
C 3.11882 3.05343 -0.67352 -0.424
C 3.02937 1.60883 -0.28300 -0.023
C 3.18365 1.21439 1.03934 -0.259
C 2.93309 -0.09352 1.41524 -0.264
C 2.53187 -1.05151 0.49148 0.212
O 2.19147 -2.33098 0.84244 -0.516
C 1.95130 -2.60128 2.20526 -0.259
C 2.45714 -0.68196 -0.86397 0.333
O 2.12069 -1.48755 -1.91508 -0.518
C 2.16901 -2.89251 -1.79459 -0.241
C 2.68611 0.64421 -1.21570 -0.269
N -1.10104 1.94615 -1.37013 -0.630
C -2.02629 0.97395 -1.10121 0.726
O -3.01573 0.86897 -1.78835 -0.599
H -3.20936 -3.78809 -1.71906 0.210
H -1.85414 -3.91986 -0.60008 0.196
H -3.27581 -2.97242 -0.16122 0.203
H -1.39033 -2.35336 -2.48117 0.205
H -2.76112 -1.36180 -2.01191 0.233
H -0.19042 -0.89129 -1.24461 0.224
H -0.69696 -1.90578 0.10751 0.223
H -2.73095 -1.27501 1.37948 0.222
H -3.74580 -0.55941 0.10614 0.229
H -4.28382 0.33046 2.31758 0.207
H -2.62307 0.85460 2.56769 0.207
H -4.19643 2.70878 1.89295 0.214
H -4.42450 1.90985 0.33472 0.216
H -2.84091 2.54333 0.78483 0.191
H 0.90110 1.81964 1.17464 0.437
H 1.91376 4.84236 -0.57828 0.209
H 1.69726 3.75462 0.80982 0.164
H 3.25670 3.14386 -1.75051 0.219
H 3.95319 3.54038 -0.16600 0.216
H 3.48767 1.93190 1.78840 0.214
H 3.02967 -0.36258 2.45408 0.227
H 1.23184 -1.89181 2.62373 0.208
H 2.87632 -2.58644 2.79044 0.170
H 1.53274 -3.60663 2.23064 0.197
H 1.33927 -3.27751 -1.19900 0.184
H 3.11207 -3.22489 -1.35652 0.183
H 2.08943 -3.26814 -2.81491 0.189
H 2.57294 0.90482 -2.25665 0.228
H -1.26996 2.53584 -2.17647 0.434